(1)
18
Properties=species:S:1:pos:R:3 method="wB97M-V/def2-TZVPD" e_homo_ha=-0.3613 lumo_energy_ev=0.70
S -0.0251 1.3616 -0.2750
O -1.6225 1.9397 -0.1998
O 0.7429 2.5826 -0.2888
N -3.7048 -1.4706 0.2461
N -0.1074 0.7027 1.3709
N -1.5830 -1.2834 -0.8977
C -2.6254 -1.4736 -0.2972
C 2.4124 -0.5168 0.2062
C 2.9319 -0.2741 -0.9743
H 0.7602 0.6559 1.9392
H 1.6204 -1.2506 0.4260
H -4.4969 -2.0972 0.2621
H 2.7963 -0.9166 -1.8177
H -0.7870 1.2688 1.9523
H -2.0361 1.5124 -0.9740
H -0.5870 -1.4252 -0.4926
H 3.7583 0.4905 -1.1814
H 2.5529 0.1939 0.9955

(2)
89
Properties=species:S:1:pos:R:3 method="wB97M-V/def2-TZVPD" multiplicity=6 total_charge=+1 e_homo_ha="-0.3638 / -0.3654" lumo_energy_ev="-1.76 / -1.76"
Mn 0.6009 0.2456 -0.3297
S -1.1258 -2.8371 -0.9518
S 3.3224 -0.2636 -2.5323
O -0.8184 4.5213 1.7660
O 2.2793 0.2575 -1.5741
O -2.7662 1.8157 -2.6762
O -1.6828 2.2214 3.9786
O -0.2961 -1.5730 -0.8938
N -2.4239 3.2415 0.0185
N -0.6627 1.8754 -0.6972
N -1.5337 1.6957 1.4606
C -4.9210 4.9321 2.1784
C 0.6533 0.5284 1.7453
C 0.0671 5.0081 2.7629
C 1.3375 -3.7262 -1.8835
C 3.1952 -2.0645 -2.4343
C 1.7063 0.2821 -6.7283
C 0.9269 0.6643 -5.6474
C 2.6657 -0.0278 -4.1699
C 3.4709 -0.3908 -5.2430
C -0.1657 -3.9571 -2.0208
C -0.5569 1.5262 3.6230
C 0.5599 3.3145 -2.2177
C 1.5226 0.4167 4.0265
C -1.5880 2.4841 -2.9029
C -0.5764 -4.8636 3.0637
C 2.9789 -0.2410 -6.5285
C 1.8075 -2.5880 -2.7917
C -0.1238 -3.0133 1.5935
C -4.3638 4.1425 1.1820
C -0.8710 -3.6453 0.6148
C -2.7043 5.4723 2.9683
C -1.8786 2.5131 5.3510
C -0.4307 1.2354 2.2535
C 0.0222 -3.6367 2.8271
C -1.3398 -5.4759 2.0754
C -2.9901 4.0286 1.0626
C -1.4960 2.2772 0.2329
C -0.3123 3.9018 -4.3740
C -1.4514 3.1587 -4.1105
C 0.7010 3.9740 -3.4267
C 1.6354 0.1464 2.6754
C -0.5852 2.5749 -1.9297
C 1.4054 0.5128 -4.3520
C 0.4142 1.1070 4.5125
C -4.0859 5.5877 3.0671
C -2.6746 0.4126 -2.4350
C -1.5003 -4.8640 0.8444
C -2.1456 4.6996 1.9587
H -4.5066 6.2019 3.8524
H -0.2166 4.4230 -5.3172
H 0.8177 0.8327 -3.5011
H -4.9896 3.6046 0.4809
H 0.0437 6.0988 2.8119
H -0.4667 -4.9651 -1.7372
H 1.3285 0.4051 -7.7344
H -1.8477 -0.0233 -3.0039
H 0.3252 1.3117 5.5694
H 0.6004 -3.1478 3.6000
H -1.9868 1.5965 5.9353
H 1.5748 -3.4948 -0.8411
H -2.5332 0.1951 -1.3757
H 2.5155 -0.3890 2.3329
H 3.5914 -0.5216 -7.3746
H 1.5937 4.5519 -3.6242
H 1.0920 -1.7712 -2.7084
H 1.7919 -2.9097 -3.8349
H 1.0585 4.6758 2.4694
H -0.1813 4.5882 3.7407
H 0.3189 -2.0417 1.4173
H -1.0508 3.1021 5.7542
H 2.2920 0.0966 4.7180
H 1.3336 3.3701 -1.4613
H -0.5168 -3.7637 -3.0358
H -0.0532 1.0936 -5.8054
H -5.9946 5.0250 2.2618
H -2.1163 -5.3260 0.0815
H 4.4699 -0.7786 -5.0793
H -2.2760 2.0594 2.0442
H 3.4645 -2.2716 -1.3954
H -0.4607 -5.3440 4.0259
H -2.5281 3.5706 -0.9285
H -3.6126 -0.0220 -2.7742
H 3.9918 -2.4575 -3.0678
H -1.8189 -6.4260 2.2688
H -2.2586 3.0890 -4.8285
H -2.0714 5.9964 3.6695
H 1.8616 -4.6531 -2.1229
H -2.7954 3.0939 5.4065

(3)
24
Properties=species:S:1:pos:R:3 method="wB97M-V/def2-TZVPD" e_homo_ha=-0.2916 lumo_energy_ev=0.72
O 0.2512 -0.6910 0.9372
O 2.1314 -1.2849 -0.3179
N -1.6890 0.2643 0.2890
N -0.4588 0.2082 -0.0724
C 0.3331 1.4798 0.0481
C 1.6750 -0.5254 0.7102
C -2.5642 -0.6385 -0.5539
C -2.4512 1.5343 0.5596
C 1.4328 -1.5316 -1.5016
C 1.8128 1.0760 0.2130
H 2.2850 -0.7394 1.8783
H -1.9696 1.9186 1.9180
H 1.2546 -0.4812 -1.8449
H -2.4092 2.0195 -0.3748
H -3.2551 -0.7592 -0.0890
H -1.9730 -1.5063 -0.7305
H 2.2394 1.3020 -0.9646
H -0.1814 2.1158 1.2313
H -0.0012 2.1072 -0.7495
H 1.9806 -2.2843 -2.2600
H -2.9193 -0.4519 -1.5904
H -3.2940 1.5311 0.5884
H 2.1773 1.4191 0.9677
H 0.6100 -2.0587 -1.3017

(4)
18
Properties=species:S:1:pos:R:3 method="wB97M-V/def2-TZVPD" e_homo_ha=-0.3334 lumo_energy_ev=0.52
O 2.6099 -0.8285 -0.1342
O -1.2677 1.6642 2.2783
O 1.6258 -0.1778 -2.8562
N -0.7366 -0.5241 -0.4166
C -0.3076 0.6490 0.3410
C -2.0745 -1.0202 -0.1333
C -0.7787 0.6782 1.7862
H -0.7877 1.5173 -0.1185
H 3.2015 -0.0703 -0.0422
H -2.8332 -0.2369 -0.1769
H 0.8147 -0.5279 -2.4697
H 0.7476 0.7864 0.2108
H 1.3219 0.3389 -3.6094
H -0.7112 -0.2691 2.3579
H 2.6788 -1.2168 0.7481
H -2.3120 -1.7180 -0.9212
H -2.2387 -1.5399 0.8075
H -0.1121 -1.3051 -0.2682

(5)
19
Properties=species:S:1:pos:R:3 method="wB97M-V/def2-TZVPD" total_charge=+1 e_homo_ha="-0.4741 / -0.4894" lumo_energy_ev="-6.22 / -4.25"
P -0.0531 0.2860 0.3115
N -1.3514 -0.5692 -0.2558
C -1.3855 -1.4645 -1.4270
C 2.8154 -1.1132 0.3711
C -0.0076 1.8058 -0.7569
C -0.6556 0.5798 1.9600
H 2.8286 -1.9887 -0.2945
H -1.9598 -0.8564 0.5455
H 0.2411 0.4614 2.7766
H -1.4345 -0.2270 2.1068
H -0.4295 -2.0851 -1.3359
H -0.6063 2.7221 -0.4317
H 0.9776 2.2101 -0.9899
H -1.5396 -0.7264 -2.1220
H 2.8248 -1.3210 1.4141
H 3.0698 -0.2427 -0.2676
H -2.3218 -1.9743 -1.3998
H -1.1054 1.6582 2.1234
H -0.4570 1.4291 -1.6955

Listing ΔE to the lowest compared entry with this formula, charge and spin for the structures above in their given order: 31.5, 0.2, 356.4, 45.9, 100.4 kcal per mole.